Below is a cluster of 10 separate species, C26H66O13S10 in total at a distorted geometry, with properties calculated with wB97M-V/def2-TZVPD.

Last column: Mulliken charge in e.
Positions of all 115 atoms, in Å:
C -4.746 -1.021 0.971  -1.17
S -3.873 -2.526 0.638  1.31
O -4.028 -3.229 1.963  -0.86
C -5.051 -3.132 -0.540  -1.36
H -5.062 -0.392 0.095  0.22
H -4.074 -0.355 1.565  0.18
H -5.598 -1.189 1.626  0.51
H -6.080 -3.147 -0.201  0.47
H -4.813 -4.178 -0.710  0.32
H -5.005 -2.530 -1.426  0.37
C -3.414 2.730 -3.071  -0.04
S -4.749 1.871 -2.370  0.41
O -4.224 1.530 -1.020  -0.45
C -5.866 3.285 -2.313  -0.93
H -2.593 1.997 -3.128  -0.05
H -3.241 3.602 -2.440  -0.33
H -3.577 2.898 -4.139  0.51
H -6.306 3.487 -3.286  0.39
H -5.349 4.138 -1.912  0.18
H -6.645 2.946 -1.678  0.37
C 3.228 -4.167 -0.818  -1.21
S 2.214 -3.351 0.458  1.24
O 0.802 -3.798 0.274  -0.76
C 2.860 -4.283 1.842  -1.29
H 2.988 -5.190 -0.785  0.56
H 4.277 -3.944 -0.539  0.34
H 2.760 -3.609 -1.656  0.22
H 3.833 -3.987 2.169  0.28
H 2.881 -5.343 1.547  0.38
H 2.132 -4.089 2.642  0.26
C -1.809 -4.849 -1.446  -0.18
S -1.875 -3.877 -2.894  0.25
O -3.148 -3.117 -2.804  -0.54
C -0.556 -2.757 -2.454  -0.06
H -0.764 -5.247 -1.400  0.24
H -2.503 -5.675 -1.536  0.46
H -1.971 -4.151 -0.615  -0.43
H -0.537 -1.928 -3.168  0.32
H 0.411 -3.303 -2.313  0.08
H -0.906 -2.325 -1.505  -0.31
C 5.587 -1.307 2.351  -0.61
S 6.631 -1.983 1.084  0.31
O 6.156 -3.342 0.776  -0.58
C 6.152 -0.799 -0.198  -0.63
H 5.589 -1.968 3.197  0.44
H 4.536 -1.126 2.062  -0.18
H 6.013 -0.344 2.689  0.43
H 5.081 -0.787 -0.386  -0.14
H 6.751 -1.021 -1.079  0.43
H 6.351 0.202 0.193  0.45
C 2.395 -0.064 4.505  -0.51
S 2.877 1.354 3.505  0.25
O 3.086 0.910 2.081  -0.43
C 1.340 2.269 3.737  -0.85
H 3.281 -0.653 4.799  0.33
H 1.798 -0.753 3.955  -0.10
H 1.846 0.255 5.394  0.42
H 1.349 2.949 2.881  0.23
H 1.476 2.867 4.655  0.51
H 0.485 1.626 3.777  0.22
C -2.090 -2.599 4.263  -1.42
S -1.148 -2.950 2.785  1.32
O 0.275 -2.791 3.271  -0.80
C -1.290 -4.753 2.754  -1.25
H -1.556 -3.132 5.039  0.45
H -3.090 -2.997 4.077  0.38
H -2.129 -1.532 4.341  0.32
H -0.606 -5.030 1.980  0.15
H -2.325 -4.911 2.553  0.46
H -1.053 -5.214 3.733  0.43
C 3.522 2.680 -3.788  -1.09
C 2.282 2.050 -4.473  -0.32
C 2.474 0.537 -4.517  -0.24
S 3.764 0.182 -3.395  0.88
O 4.958 -0.043 -4.190  -0.71
O 3.483 -0.866 -2.435  -0.36
C 3.848 1.825 -2.635  -0.23
H 3.263 3.668 -3.592  0.52
H 4.359 2.746 -4.505  0.32
H 2.139 2.468 -5.510  0.39
H 1.444 2.334 -3.825  0.03
H 2.810 0.165 -5.501  0.51
H 1.582 0.007 -4.200  -0.14
H 4.782 1.944 -2.127  0.57
H 2.998 1.847 -1.914  -0.03
C -2.082 4.493 0.838  0.19
C -2.629 5.903 1.415  -0.67
C -2.164 7.040 0.477  -0.73
S -1.921 6.294 -1.116  1.12
O -0.978 7.060 -1.948  -0.72
O -3.273 6.019 -1.633  -0.65
C -1.313 4.795 -0.466  -0.38
H -2.966 3.848 0.581  -0.08
H -1.438 3.878 1.497  0.08
H -2.271 6.197 2.411  0.31
H -3.745 5.920 1.428  0.30
H -1.159 7.383 0.834  0.34
H -2.760 7.958 0.411  0.49
H -0.239 4.897 -0.273  0.36
H -1.403 4.057 -1.275  0.07
C -0.793 0.295 1.390  0.07
C 0.373 -0.700 1.187  2.53
C 1.267 -0.234 -0.037  -0.46
S 0.150 0.887 -0.915  0.80
O -0.051 0.477 -2.309  -0.47
O 0.595 2.245 -0.749  -0.59
C -1.307 0.678 0.058  -0.06
H -0.481 1.149 1.995  -0.66
H -1.547 -0.135 1.987  0.27
H -0.020 -1.742 0.937  -0.90
H 0.859 -0.935 2.142  -0.92
H 1.502 -1.159 -0.609  0.11
H 2.145 0.264 0.277  0.37
H -1.885 -0.124 -0.416  0.10
H -1.965 1.579 0.090  -0.22

Calculated values
Electronic energy (Eh): -5989.9719
Energy above the lowest of the compared OMol25 structures with the same formula, charge and spin (eV): 0.000
Orbital gap (eV): 8.635
E_HOMO (Ha): -0.314



Below is a structure of composition C14H16 at a distorted geometry, with properties calculated with wB97M-V/def2-TZVPD.

Last column: Mulliken charge in e.
Positions of all 30 atoms, in Å:
C 3.115 -1.167 -1.108  -0.37
C 3.500 -0.164 -0.212  -1.07
C 1.823 -1.492 -1.430  -0.61
C 2.447 0.404 0.480  -0.43
C 0.727 -0.834 -0.797  0.12
C 1.119 0.095 0.146  0.33
C -0.679 -0.916 -1.054  0.02
C -1.327 0.304 0.312  -0.56
C -3.602 0.120 -0.341  -1.20
C -2.615 0.719 0.332  0.20
C -0.017 0.805 0.799  2.82
C -1.438 -1.999 -1.830  -1.38
C 0.038 2.325 0.770  -1.89
C -0.060 0.470 2.337  -1.51
H 3.924 -1.697 -1.774  0.21
H 4.583 -0.080 -0.140  0.36
H 1.489 -2.294 -2.137  0.26
H 2.738 1.127 1.148  0.49
H -4.537 0.513 -0.286  0.37
H -3.421 -0.697 -0.941  0.17
H -2.997 1.531 1.119  0.19
H -2.428 -1.664 -2.029  0.51
H -1.380 -2.860 -1.207  0.23
H -0.834 -2.097 -2.872  0.33
H -1.016 2.825 0.709  0.27
H 0.441 2.675 -0.077  0.63
H 0.668 2.751 1.532  0.42
H 0.844 0.431 2.930  0.39
H -0.510 -0.458 2.669  0.38
H -0.595 1.320 2.953  0.32

Calculated values
Electronic energy (Eh): -542.8455
Energy above the lowest of the compared OMol25 structures with the same formula, charge and spin (eV): 6.186
Orbital gap (alpha / beta) (eV): 7.118 / 7.100
E_HOMO (alpha / beta) (Ha): -0.270 / -0.259



Below is a cluster of 2 separate species, C3H9FN in total at a distorted geometry, with properties calculated with wB97M-V/def2-TZVPD.

Last column: Mulliken charge in e.
Positions of all 14 atoms, in Å:
C -0.090 1.338 0.448  -0.81
C -0.140 -1.093 0.872  -0.81
C 0.175 -0.298 -1.410  -0.75
N -0.144 0.061 -0.057  0.09
F -2.314 0.052 -0.118  -0.01
H -0.392 1.511 1.549  0.34
H 0.877 1.794 0.304  0.44
H -0.647 2.093 -0.127  0.38
H -1.106 -1.326 1.422  0.30
H -0.098 -2.015 0.231  0.40
H 0.682 -1.116 1.578  0.37
H 0.385 0.667 -1.919  0.38
H 0.829 -1.195 -1.312  0.34
H -0.678 -0.754 -1.954  0.34

Calculated values
Electronic energy (Eh): -273.8496
Energy above the lowest of the compared OMol25 structures with the same formula, charge and spin (eV): 0.000
2S+1: 3
Total charge: +1
Orbital gap (alpha / beta) (eV): 12.586 / 9.051
E_HOMO (alpha / beta) (Ha): -0.574 / -0.671



Q: Which formula does entry 2 have?
A: C14H16



Q: What is the electronic energy in the third record?
A: -273.8496 Eh